# 1
The following is a quantum chemistry calculation of a molecular structure, C22H49GdN2OP3S in a non-equilibrium geometry, from OMol25.

## Properties
⟨S²⟩ = 16.044
LUMO (spin up / spin down) = -0.35733 / -0.42939 hartree
E_tot = -88145.287 eV
Charge = +3
Gap between HOMO and LUMO (spin up / spin down) = 6.35 / 4.33 eV
2S+1 = 8
HOMO (spin up / spin down) = -16.08 / -16.01 eV
Energy above the lowest of the compared OMol25 structures with the same formula, charge and spin = 7.4 kcal/mol

Positions of all 79 atoms, in Å:
Gd -0.5011 -0.0394 -0.1736
P -0.2041 -2.2827 1.3158
P -1.0965 -1.5801 -2.5545
P -2.8321 0.0084 1.3391
H 0.5781 4.6805 0.6125
C 0.3148 4.5329 1.6821
C 1.1694 3.8320 2.5155
H 2.0558 3.3645 2.1067
C 1.4412 -2.9959 1.0078
C -1.1900 -3.7968 1.2042
C -0.1112 -2.0836 3.1215
C -1.3599 -0.7021 -4.1364
C 0.3325 -2.5744 -2.8852
C -2.4607 -2.6805 -2.4595
C -2.5627 1.2732 2.6377
C -3.7363 -1.3617 2.1175
C -4.2104 0.8178 0.4658
H -0.6812 4.8112 1.9893
H 0.7954 3.4781 3.4881
H 2.2053 -2.3954 1.5169
H 1.6654 -3.0730 -0.0659
H 1.3473 -3.9900 1.4649
H -1.2795 -4.1076 0.1482
H -2.1744 -3.6367 1.6715
H -0.5404 -4.4672 1.7930
H 0.8076 -1.5279 3.3665
H -0.0611 -3.1331 3.4533
H -1.0019 -1.5573 3.5026
H -1.2227 -1.4797 -4.8803
H -0.6290 0.0995 -4.2504
H -2.3553 -0.2631 -4.1937
H 0.2709 -2.9446 -3.9299
H 0.3494 -3.4778 -2.2541
H 1.3030 -2.0758 -2.7820
H -2.6147 -3.1490 -3.4499
H -3.4168 -2.2259 -2.1803
H -2.2723 -3.5106 -1.7639
H -3.5431 1.7058 2.8757
H -1.8999 2.0725 2.2683
H -2.1156 0.8181 3.5292
H -4.7239 -0.9681 2.3827
H -3.2156 -1.7387 3.0023
H -3.8543 -2.1714 1.3867
H -5.0409 0.7983 1.1841
H -4.4662 0.2559 -0.4414
H -3.9558 1.8506 0.1943
C -1.9486 2.4350 -1.8297
C -2.3979 2.3882 -3.1337
C -3.2613 3.3258 -3.6093
C -3.8064 4.2956 -2.7799
C -3.3214 4.3987 -1.5178
C -2.3454 3.5171 -1.0487
O -1.1193 1.4121 -1.3390
H -1.3488 -0.4789 -1.7749
H -1.9617 1.6739 -3.9104
H -3.6224 3.3826 -4.5663
H -4.6419 4.9649 -3.0599
H -3.6104 5.1520 -0.8267
H -1.8543 3.6246 0.0013
C 5.3275 1.9509 1.1027
C 4.6149 0.8442 1.8496
N 3.3728 0.2820 1.2000
C 3.2471 0.0606 -0.1568
S 1.9036 0.6364 -1.0740
N 4.1796 -0.5738 -0.8223
C 5.2994 -1.3390 -0.2325
C 4.8908 -2.3701 0.7984
H 5.7734 1.6190 0.1586
H 6.1492 2.3184 1.7371
H 4.6639 2.7993 0.9160
H 5.2747 -0.0011 2.0540
H 4.2814 1.2208 2.8207
H 2.5113 0.6980 1.5984
H 4.2480 -0.2985 -1.8200
H 5.8098 -1.8286 -1.0697
H 6.0033 -0.6084 0.2000
H 4.2146 -3.1172 0.3722
H 5.7710 -2.8916 1.1623
H 4.3969 -1.9021 1.6575


# 2
The following is a quantum chemistry calculation of a molecular structure, C22H49HfNOP2Si2 in a non-equilibrium geometry, from OMol25.

## Properties
LUMO (spin up / spin down) = -0.03740 / -0.03739 hartree
E_tot = -62785.511 eV
Gap between HOMO and LUMO (spin up / spin down) = 5.21 / 5.21 eV
HOMO (spin up / spin down) = -6.23 / -6.23 eV
Energy above the lowest of the compared OMol25 structures with the same formula, charge and spin = 110.2 kcal/mol

Positions of all 78 atoms, in Å:
Hf -0.3196 0.5384 0.6235
P -2.8408 0.3235 0.9760
P 2.3743 1.4601 -0.6405
N -0.8533 1.1161 -1.1981
H -1.2487 -0.9610 0.8989
C -3.5800 2.0059 1.1003
H -4.6203 1.9025 1.4424
H -3.5530 2.4788 0.1078
H -3.0187 2.6396 1.8019
C -3.6159 -0.5730 2.3631
H -4.7030 -0.4767 2.2239
H -3.2929 -0.1213 3.3144
H -3.3066 -1.6298 2.3301
C -3.7651 -0.3483 -0.4575
H -4.7728 -0.6232 -0.1170
H -3.2457 -1.2296 -0.8563
H -3.8200 0.4071 -1.2520
C 2.5198 3.2853 -0.5917
H 3.4268 3.6161 -1.1060
H 2.5153 3.6668 0.4366
H 1.6439 3.7111 -1.1016
C 3.9034 1.0155 0.2902
H 4.7584 1.6197 -0.0410
H 4.1517 -0.0465 0.1746
H 3.7442 1.2013 1.3604
C 2.8397 1.2838 -2.4207
H 3.7391 1.8697 -2.6513
H 2.0169 1.6766 -3.0332
H 3.0057 0.2452 -2.7219
C -1.2910 1.5399 -2.4169
C -1.6718 3.3491 -4.0996
C -1.2279 2.9094 -2.8250
C -1.8764 0.6671 -3.4013
C -2.3010 1.1123 -4.6743
C -2.1942 2.4641 -5.0475
H -1.6064 4.3806 -4.3690
H -0.8432 3.5980 -2.1496
H -2.0071 -0.4121 -3.1723
H -2.7275 0.3854 -5.4159
H -2.5128 2.7983 -6.0531
C 0.6445 2.5328 2.6081
O 0.5401 2.7174 1.3430
C -0.5098 2.8338 3.5115
H -0.5058 2.2069 4.3857
H -1.4741 2.6695 3.0679
H -0.3158 3.8639 3.7261
C 1.7672 1.6363 3.1530
H 2.6383 2.3231 3.0910
H 2.0020 0.6698 2.6988
H 1.5530 1.3738 4.1868
C 0.8509 -4.0841 -1.1991
Si 1.4223 -2.2852 -1.0377
C 3.3028 -2.3847 -1.1303
C 0.7393 -1.4998 -2.6087
C 0.9939 -1.2962 0.5545
Si 0.2162 -2.4630 1.8392
C 1.4835 -3.7723 2.3500
C -0.2207 -1.6051 3.4574
C -1.3335 -3.3608 1.2364
H 1.4777 -4.5599 -1.9720
H -0.1891 -4.1394 -1.5476
H 0.9450 -4.6936 -0.2944
H 3.7727 -1.4788 -1.5297
H 3.7372 -2.5956 -0.1430
H 3.5750 -3.2234 -1.7913
H -0.1946 -2.0103 -2.8874
H 0.5103 -0.4333 -2.5023
H 1.4424 -1.6328 -3.4463
H 1.9823 -1.0321 0.9728
H 2.4737 -3.3207 2.5070
H 1.1511 -4.1955 3.3112
H 1.5940 -4.5994 1.6395
H -1.2020 -1.1102 3.4469
H -0.2454 -2.3794 4.2494
H 0.5320 -0.8526 3.7387
H -2.0915 -2.6840 0.8269
H -1.1101 -4.1013 0.4643
H -1.7789 -3.8799 2.0928


# 3
The following is a quantum chemistry calculation of 3 unconnected molecules or ions with the total composition C22H49N2O2 in a non-equilibrium geometry, from OMol25.

## Properties
LUMO = -0.15286 hartree
E_tot = -30677.362 eV
Charge = +1
Gap between HOMO and LUMO = 7.87 eV
HOMO = -12.03 eV

Positions of all 75 atoms, in Å:
N -0.5110 -4.2110 1.9997
C -1.6596 -4.1961 1.0969
C -1.3738 -3.6653 -0.3266
O -1.0128 -4.7561 -1.1733
C -2.6004 -2.9908 -0.9502
C -2.5854 -1.4477 -1.1117
C -3.5150 -0.8300 -0.0068
C -2.5597 -0.6201 1.1091
N -1.3479 -0.6064 0.7013
C -1.3140 -0.6713 -0.7857
C 0.0228 -0.9225 -1.5096
C 1.1993 -1.1567 -0.5514
C 2.3146 -2.0033 -1.1606
O 1.9763 -3.3826 -1.2115
H -0.3419 -3.3051 2.4149
H 0.3373 -4.4834 1.5194
H -1.9837 -5.2284 0.9737
H -2.4546 -3.6100 1.5562
H -0.5144 -3.0096 -0.2288
H -0.0753 -4.9350 -1.1004
H -3.4631 -3.2725 -0.3494
H -2.7736 -3.4432 -1.9240
H -2.9441 -1.1359 -2.0876
H -3.9775 0.1148 -0.3057
H -4.3153 -1.4754 0.3518
H -2.8408 -0.5166 2.1492
H -0.5395 -0.4895 1.3056
H -1.5529 0.3671 -1.0530
H 0.2497 -0.0724 -2.1425
H -0.0788 -1.8248 -2.1133
H 0.8680 -1.6735 0.3493
H 1.6317 -0.2026 -0.2430
H 2.5504 -1.6416 -2.1617
H 3.1919 -1.9251 -0.5261
H 1.4804 -3.5343 -2.0142
C 0.2401 -0.7404 4.4569
C 1.2452 -0.8469 3.3121
C 2.6418 -1.2798 3.7496
C 3.3323 -0.3110 4.7097
C 3.4824 1.1153 4.1816
C 4.3273 1.2107 2.9141
H 0.5410 0.0118 5.1846
H -0.7520 -0.4569 4.0928
H 0.1421 -1.6945 4.9765
H 1.3019 0.1119 2.7813
H 0.8766 -1.5853 2.5840
H 3.2638 -1.4209 2.8614
H 2.5743 -2.2614 4.2266
H 4.3225 -0.7107 4.9429
H 2.7911 -0.2848 5.6589
H 3.9434 1.7234 4.9622
H 2.4976 1.5568 3.9999
H 5.3282 0.8105 3.0830
H 4.4329 2.2474 2.5941
H 3.8805 0.6566 2.0851
C -2.9840 3.6373 -2.0037
C -2.2421 2.9869 -3.1680
C -0.7327 2.8925 -2.9505
C -0.0084 4.2305 -2.8010
C -0.1819 5.1827 -3.9830
C 0.3684 4.6319 -5.2954
H -2.6617 4.6656 -1.8423
H -4.0585 3.6571 -2.1873
H -2.8124 3.0853 -1.0736
H -2.4541 3.5323 -4.0894
H -2.6362 1.9760 -3.3201
H -0.2915 2.3306 -3.7792
H -0.5471 2.2925 -2.0472
H 1.0583 4.0334 -2.6575
H -0.3454 4.7299 -1.8884
H 0.3308 6.1171 -3.7463
H -1.2370 5.4408 -4.1069
H 1.4321 4.4032 -5.2056
H 0.2510 5.3580 -6.0993
H -0.1480 3.7210 -5.6030


# 4
The following is a quantum chemistry calculation of a molecular structure, C22H49N3O10V in a non-equilibrium geometry, from OMol25.

## Properties
LUMO = 0.08213 hartree
E_tot = -74224.263 eV
Charge = -1
Gap between HOMO and LUMO = 4.75 eV
HOMO = -2.51 eV

Positions of all 85 atoms, in Å:
O 0.7385 0.6331 0.0615
V 0.2116 -0.2708 1.2897
O 0.5767 -1.8605 0.9160
C 1.4655 0.7660 2.5419
O 0.3329 1.1163 2.1678
O 1.8452 -0.3440 2.1802
O 2.2006 1.3738 3.3178
C 7.4007 7.1566 2.6547
O 6.3053 6.7105 3.4367
C 5.5139 5.6791 2.8265
C 4.0940 5.7775 3.5011
N 3.1977 4.6611 3.0926
C 2.6922 4.7806 1.6968
C 1.7685 3.5912 1.1659
O 1.6831 3.4846 -0.2341
C 0.9388 2.3564 -0.7337
H 8.2797 7.4646 3.2208
H 7.1715 7.9324 1.9242
H 7.7489 6.2576 2.1462
H 5.9300 4.6750 2.9087
H 5.5147 6.0262 1.7932
H 3.6236 6.7602 3.4683
H 4.2570 5.5625 4.5572
H 2.4187 4.3656 3.6634
H 3.5318 4.9222 1.0162
H 2.2205 5.7627 1.7298
H 0.7768 3.6884 1.6077
H 2.1120 2.6383 1.5685
H 1.2309 1.4349 -0.2300
H 0.9883 2.2169 -1.8135
H -0.1069 2.6156 -0.5681
C 0.4508 -1.5063 4.3052
O -0.1712 -1.3582 2.9994
C -1.5367 -0.9864 2.9870
C -1.9843 -1.0017 1.4967
N -1.2619 0.0582 0.7146
C -1.6423 0.0612 -0.7456
C -3.1324 0.4803 -1.0241
O -3.9950 -0.6040 -0.9430
C -5.2734 -0.4234 -1.6042
H 0.4375 -0.6395 4.9659
H 1.4949 -1.7861 4.1648
H 0.0405 -2.3949 4.7850
H -1.5805 0.0320 3.3732
H -2.0254 -1.6963 3.6545
H -3.0405 -0.7579 1.3824
H -1.7106 -1.9701 1.0778
H -1.6131 0.9138 1.1205
H -1.4355 -0.8990 -1.2183
H -0.9193 0.7070 -1.2439
H -3.1831 0.9826 -1.9902
H -3.4944 1.2290 -0.3195
H -5.6366 -1.4481 -1.6819
H -5.2559 -0.0246 -2.6185
H -5.7664 0.3238 -0.9823
C -1.2543 -2.1679 -4.5487
C -0.8618 -3.4657 -3.7440
C 0.2702 -3.0421 -2.7681
C -0.2979 -2.3843 -1.5258
C -1.1740 -3.3975 -0.8408
C -2.3563 -3.9069 -1.7409
N -1.9420 -4.2141 -3.0805
O -3.0078 -4.6716 -3.8402
C -2.8482 -5.1065 -0.9612
C -3.3946 -2.8503 -1.6385
C -0.1430 -4.3732 -4.7529
H -0.4471 -1.7319 -5.1373
H -1.6818 -1.3395 -3.9836
H -2.0102 -2.3763 -5.3058
H 1.0374 -3.7793 -2.5315
H 0.8560 -2.3313 -3.3509
H -0.8548 -1.4731 -1.7444
H 0.4403 -2.0542 -0.7949
H -1.5216 -3.0767 0.1411
H -0.5608 -4.2597 -0.5784
H -2.0688 -5.8672 -0.9166
H -3.0388 -4.9583 0.1017
H -3.7705 -5.4789 -1.4071
H -4.3072 -3.2522 -2.0786
H -3.6530 -2.4546 -0.6563
H -3.1854 -1.9865 -2.2696
H 0.5995 -3.8132 -5.3214
H -0.8648 -4.6772 -5.5109
H 0.2611 -5.3251 -4.4083
H -2.6475 -5.4110 -4.3352


# 5
The following is a quantum chemistry calculation of 4 unconnected molecules or ions with the total composition C22H50FO5S in a non-equilibrium geometry, from OMol25.

## Properties
LUMO = -0.10364 hartree
E_tot = -47406.460 eV
Charge = +1
Gap between HOMO and LUMO = 8.97 eV
HOMO = -11.79 eV

Positions of all 79 atoms, in Å:
C -2.3085 -5.1990 -0.0693
C -3.2435 -4.8986 -1.2117
O -3.9783 -5.7680 -1.6704
O -3.2395 -3.6218 -1.7102
C -2.8454 -3.5318 -3.0876
C -1.4875 -2.8230 -3.2708
C -0.7976 -2.5179 -1.9520
C 0.5403 -1.7719 -2.1340
C 1.7016 -2.4749 -1.4314
C 1.7690 -2.2233 0.0730
S 1.7506 -0.4578 0.4166
C 1.8358 -0.2904 2.2105
C 3.0464 -1.0122 2.7881
F 4.1515 -0.6909 2.0265
H -1.3009 -5.3531 -0.4439
H -2.2644 -4.3916 0.6501
H -2.6352 -6.1143 0.3998
H -3.6157 -2.9587 -3.5893
H -2.8602 -4.5188 -3.5335
H -0.8658 -3.4835 -3.8715
H -1.6226 -1.9147 -3.8467
H -1.4616 -1.8967 -1.3630
H -0.6042 -3.4563 -1.4443
H 0.4028 -0.7607 -1.7605
H 0.7941 -1.6732 -3.1843
H 1.5815 -3.5479 -1.5430
H 2.6600 -2.2082 -1.8680
H 2.7061 -2.6185 0.4547
H 0.9770 -2.6983 0.6419
H 2.9495 -0.0565 -0.0413
H 1.8446 0.7668 2.4412
H 0.9400 -0.7712 2.5882
H 2.9020 -2.0879 2.7420
H 3.2096 -0.7307 3.8220
C 5.6003 5.6318 1.4675
C 4.2917 4.8812 1.6330
O 4.1936 3.7073 0.8379
C 5.1685 2.7113 1.0744
C 5.1577 2.1548 2.4872
H 5.7549 5.9035 0.4233
H 5.5848 6.5421 2.0657
H 6.4585 5.0403 1.7892
H 3.4660 5.5135 1.3090
H 4.1119 4.6448 2.6876
H 6.1673 3.0701 0.8072
H 4.9299 1.9105 0.3699
H 5.4015 2.9079 3.2360
H 5.8822 1.3467 2.5796
H 4.1674 1.7636 2.7257
C -4.2318 0.2747 2.9518
C -4.0232 0.3107 1.4477
O -3.4161 -0.8554 0.9181
C -4.1226 -2.0710 1.1154
C -5.5122 -2.0962 0.5080
H -3.2830 0.1132 3.4665
H -4.6559 1.2188 3.2928
H -4.9134 -0.5212 3.2526
H -3.3453 1.1264 1.1938
H -4.9676 0.5166 0.9337
H -4.1595 -2.3197 2.1835
H -3.5136 -2.8251 0.6372
H -6.1726 -1.3560 0.9607
H -5.9654 -3.0773 0.6522
H -5.4604 -1.8922 -0.5617
C -1.6179 3.4980 -3.2383
C -1.8191 2.5053 -2.1082
O -0.7023 1.6558 -1.8802
C 0.5092 2.2924 -1.5347
C 0.4491 3.1052 -0.2521
H -1.3804 2.9776 -4.1665
H -2.5269 4.0793 -3.3880
H -0.8082 4.1995 -3.0323
H -2.6407 1.8335 -2.3531
H -2.1002 3.0212 -1.1838
H 0.8824 2.9021 -2.3638
H 1.2216 1.4770 -1.4074
H -0.2432 3.9422 -0.3301
H 1.4352 3.5108 -0.0162
H 0.1162 2.4801 0.5815


# 6
The following is a quantum chemistry calculation of a molecular structure, C22H50GdN3P3Se in a non-equilibrium geometry, from OMol25.

## Properties
⟨S²⟩ = 16.090
LUMO (spin up / spin down) = -0.33019 / -0.49448 hartree
E_tot = -142112.129 eV
Charge = +3
Gap between HOMO and LUMO (spin up / spin down) = 6.83 / 2.30 eV
2S+1 = 8
HOMO (spin up / spin down) = -15.81 / -15.76 eV

Positions of all 80 atoms, in Å:
Gd -0.0313 -0.1371 0.2135
P -1.2563 -1.9604 -1.8506
P 2.2986 -1.2904 -0.9725
P -2.4740 1.2986 -0.3129
H 4.9584 7.1314 -0.0825
C 4.1958 7.5149 0.6100
C 4.2845 7.3351 1.9361
H 5.1439 6.8269 2.3891
C -1.1609 -1.6488 -3.6630
C -0.6338 -3.6921 -1.8015
C -3.0566 -2.2910 -1.7142
C 3.5704 -0.0932 -0.3702
C 2.9853 -2.8919 -0.3951
C 2.7109 -1.3545 -2.7603
C -1.9610 2.9147 0.4036
C -4.0255 0.9215 0.5821
C -3.1175 1.8091 -1.9539
H 3.3651 8.0954 0.1815
H 3.5168 7.7437 2.6043
H -1.5997 -2.5058 -4.1961
H -0.1172 -1.5179 -3.9760
H -1.7211 -0.7390 -3.9182
H -1.2657 -4.3029 -2.4627
H -0.6919 -4.0916 -0.7793
H 0.4093 -3.7514 -2.1399
H -3.3112 -3.0911 -2.4246
H -3.6456 -1.3961 -1.9540
H -3.3182 -2.6180 -0.6988
H 4.5672 -0.5625 -0.3539
H 3.3024 0.2261 0.6466
H 3.5917 0.8105 -0.9941
H 3.8189 -3.2097 -1.0379
H 2.1886 -3.6478 -0.4331
H 3.3344 -2.8035 0.6434
H 3.7253 -1.7552 -2.9000
H 2.6442 -0.3474 -3.1931
H 1.9986 -1.9981 -3.2915
H -2.8361 3.5515 0.5886
H -1.2509 3.4318 -0.2557
H -1.4397 2.7278 1.3515
H -4.8082 1.6501 0.3352
H -3.8445 0.9308 1.6631
H -4.3740 -0.0842 0.3104
H -4.0352 2.4042 -1.8521
H -3.3402 0.9230 -2.5605
H -2.3611 2.3933 -2.4901
C 1.3652 3.1180 -1.7117
C 1.9864 3.3822 -0.4753
C 2.5473 4.6210 -0.2152
C 2.5720 5.5984 -1.2047
C 1.9824 5.3561 -2.4512
C 1.3707 4.1269 -2.7062
Se 0.5576 1.4574 -2.1316
H 0.8227 1.3758 0.9522
H 2.0087 2.6150 0.2879
H 2.9769 4.8162 0.7653
H 3.0565 6.5485 -1.0148
H 2.0008 6.1248 -3.2226
H 0.9035 3.9144 -3.6688
C 1.0123 -3.9162 3.2445
N -0.4215 -3.8353 3.0248
C -1.2255 -4.7056 3.8798
C -0.9353 -2.7898 2.3580
N -0.1267 -1.8504 1.8236
N -2.3145 -2.6704 2.2464
C -3.1534 -3.7726 1.8104
C -2.9853 -1.5878 2.9444
H 1.1926 -4.7612 3.9078
H 1.3896 -3.0081 3.7408
H 1.5530 -4.0865 2.3014
H -1.9724 -4.1226 4.4470
H -1.7187 -5.4973 3.2955
H -0.5447 -5.1729 4.5864
H 0.8396 -2.0641 2.0993
H -3.4675 -4.4347 2.6276
H -4.0661 -3.3556 1.3661
H -2.6377 -4.3641 1.0448
H -2.3905 -0.6708 2.8678
H -3.9743 -1.4172 2.4955
H -3.1362 -1.8299 4.0144


> E_tot of number 4 (C22H49N3O10V)?

-74224.263 eV


> Which formula does entry 4 have?

C22H49N3O10V


> What is the E_tot in the fourth record?

-74224.263 eV